ORCA calculation (ωB97M-V/def2-TZVPD) on 15 unconnected molecules or ions with the total composition CH29O17 in a non-equilibrium geometry.

Results
Highest occupied orbital energy in eV: -7.69
Total energy in eV: -36319.0543
Relative energy (zero: lowest compared OMol25 entry of this formula, charge and spin) in kJ/mol: 60.2
2S+1: 1
Total charge: -1
Gap between HOMO and LUMO in eV: 10.00

Each line ends with the Mulliken charge.
Positions of all 47 atoms, in Å:
1 C -8.4910 -21.9570 -5.2830  0.2558
2 O -7.3830 -22.3200 -5.7580  -0.3829
3 O -8.5260 -21.2760 -4.1220  0.3488
4 O -9.5280 -22.2600 -5.8120  0.4113
5 H -7.6430 -20.9370 -3.8850  0.0470
6 O -11.1260 -19.9500 -4.7300  -0.8619
7 H -10.9160 -19.9350 -3.7710  0.4181
8 H -10.3350 -20.4830 -4.9470  0.2497
9 O -11.2350 -22.7640 -3.9780  -0.7561
10 H -11.9110 -22.0860 -3.8520  0.2880
11 H -10.6370 -22.4570 -4.6770  0.3614
12 O -5.6690 -21.5520 -7.4660  -0.8080
13 H -6.3990 -21.6690 -6.7950  0.3751
14 H -5.7800 -20.7000 -7.9070  0.2767
15 O -10.0650 -24.8080 -6.2930  -0.6920
16 H -10.9490 -24.7820 -6.5780  0.2639
17 H -9.8390 -23.8920 -6.1080  0.1295
18 O -5.6960 -24.1160 -8.6020  -0.7004
19 H -5.8000 -23.3550 -8.0530  0.3748
20 H -6.5800 -24.4760 -8.8120  0.3140
21 O -5.8360 -21.4200 -3.4250  -0.6000
22 H -5.4110 -21.0420 -4.1900  0.2903
23 H -6.3790 -22.1650 -3.6640  0.2169
24 O -6.4600 -18.7750 -1.8570  -0.6847
25 H -6.4990 -18.6250 -2.8080  0.3958
26 H -6.5700 -19.7130 -1.7420  0.3164
27 O -9.4940 -23.1800 -1.8960  -0.7688
28 H -9.9010 -22.8510 -2.6810  0.3285
29 H -9.6660 -24.1560 -2.0900  0.3501
30 O -8.3930 -22.2390 -8.4330  -0.5969
31 H -8.3380 -22.3690 -7.4670  -0.0223
32 H -8.3820 -23.1260 -8.7250  0.1882
33 O -9.2020 -18.0900 -5.5050  -0.6997
34 H -8.5960 -18.6060 -5.0180  0.3507
35 H -10.0730 -18.4190 -5.1960  0.4348
36 O -8.2150 -20.9480 -1.1080  -0.6683
37 H -8.6940 -20.3580 -1.6630  0.2781
38 H -8.6850 -21.7330 -1.3680  0.4404
39 O -11.0570 -21.3310 -7.9020  -0.6780
40 H -10.4860 -21.5340 -7.1400  0.1968
41 H -11.8180 -21.7780 -7.5820  0.2800
42 O -6.7920 -18.5800 -4.5440  -0.7223
43 H -6.7920 -18.3380 -5.4920  0.2444
44 H -5.9540 -18.3060 -4.2090  0.2667
45 O -6.0100 -24.8270 -5.8290  -0.7463
46 H -6.6170 -24.1370 -5.6760  0.2550
47 H -5.8470 -24.8180 -6.7830  0.4416

Cartesian forces, eV/Å:
C 4.171 -0.341 0.497
O -0.020 0.448 1.140
O -0.687 0.613 -0.026
O -3.517 0.182 -0.643
H 0.277 -0.120 0.063
O 0.898 -0.340 1.383
H -0.748 0.388 -0.392
H -0.536 0.164 -0.797
O -0.781 -0.288 0.882
H 0.261 -0.103 -0.216
H -0.220 0.081 -0.401
O 0.207 0.376 0.543
H 0.689 0.311 -0.749
H -0.242 -0.454 0.059
O 1.579 -0.792 0.359
H -1.749 0.013 -0.535
H 0.110 0.176 -0.086
O -0.308 -2.082 -1.030
H -0.318 1.620 0.359
H 0.723 0.555 0.258
O -0.016 0.835 1.324
H 0.003 -0.406 -0.692
H 0.309 -0.659 -0.669
O 0.304 1.088 -0.060
H -0.501 -0.330 0.976
H -0.079 -0.883 0.102
O 0.087 -3.082 0.406
H -0.976 0.964 -1.247
H 0.607 1.768 0.872
O 0.174 1.062 0.821
H 0.054 0.205 -0.609
H -0.157 -1.418 -0.825
O -1.675 0.779 -0.687
H 0.882 -0.737 1.044
H 0.454 0.180 -0.522
O 0.479 0.253 0.438
H -0.296 1.561 -0.474
H 0.068 -1.610 0.310
O 0.653 0.301 0.359
H 0.447 0.324 -0.721
H -1.610 -0.464 0.005
O -0.424 -0.266 -1.522
H 0.025 -0.048 0.635
H 1.227 0.407 -0.115
O 1.255 -1.633 -0.138
H -1.179 1.411 0.209
H 0.094 -0.008 0.113

ORCA calculation (ωB97M-V/def2-TZVPD) on a single C5H9NO molecule in a non-equilibrium geometry.

Results
Highest occupied orbital energy in eV: -8.70
Total energy in eV: -8864.7439
Relative energy (zero: lowest compared OMol25 entry of this formula, charge and spin) in kJ/mol: 431.2
2S+1: 1
Gap between HOMO and LUMO in eV: 9.79
SMILES: C[C@H]1N[C@H]1[C@H]1CO1

Each line ends with the Mulliken charge.
Positions of all 16 atoms, in Å:
1 C -1.6010 -0.9365 0.2019  -1.2012
2 C -1.0650 0.4914 0.5451  0.1099
3 N -0.1514 0.6255 1.6069  -0.5325
4 C 0.4252 1.2184 0.4497  -0.4019
5 C 1.2603 0.7298 -0.6958  0.1970
6 C 1.4536 -0.6741 -1.0269  -0.4200
7 O 0.5472 0.1162 -1.7743  -0.4266
8 H -1.2052 -1.3853 -0.7098  0.2792
9 H -2.6997 -0.9362 0.1026  0.3193
10 H -1.3966 -1.6328 1.0329  0.3136
11 H -1.8359 1.2463 0.4245  0.3631
12 H 0.1988 -0.1639 2.1170  0.2574
13 H 0.7334 2.2536 0.7069  0.3182
14 H 1.9977 1.4528 -1.0580  0.3849
15 H 2.3347 -1.0036 -1.5705  0.2818
16 H 1.0037 -1.4018 -0.3520  0.1579

Cartesian forces, eV/Å:
C 0.333 0.259 -0.161
C 0.240 0.502 -0.094
N -0.055 0.107 0.892
C -0.437 -0.171 -0.399
C 0.150 -0.147 0.255
C 0.208 -0.365 0.084
O 0.016 -0.075 -0.225
H 0.037 0.173 0.035
H 0.445 0.353 -0.032
H 0.158 0.358 -0.189
H -0.085 0.007 0.657
H 0.128 -0.534 -0.248
H -1.016 -0.211 -0.741
H -0.153 -0.190 0.252
H -0.014 -0.019 0.104
H 0.044 -0.045 -0.191

ORCA calculation (ωB97M-V/def2-TZVPD) on a molecular structure, C6H14O3Rh in a non-equilibrium geometry.

Results
Highest occupied orbital energy (alpha / beta) in eV: -15.13 / -17.95
Total energy in eV: -15574.0843
2S+1: 6
Total charge: +2
Gap between HOMO and LUMO (alpha / beta) in eV: 7.33 / 5.48
Expectation value of S²: 8.764

Each line ends with the Mulliken charge.
Positions of all 24 atoms, in Å:
1 H 4.9498 0.2417 0.9080  0.3867
2 C 4.0807 0.2749 0.2248  -0.0782
3 H 4.4780 0.1321 -0.8005  0.3508
4 O 3.3756 1.4708 0.3355  -0.3806
5 C 3.1985 -0.9255 0.5646  -0.5152
6 H 3.6599 -1.8822 0.2809  0.3925
7 H 2.9543 -0.9389 1.6396  0.3732
8 O 1.9792 -0.7393 -0.1684  -0.4757
9 C 0.8697 -1.5509 0.1819  -0.4938
10 H 0.7517 -1.5618 1.2767  0.3696
11 O -0.3133 0.4877 -0.2200  -0.4018
12 C -0.3323 -0.9137 -0.4797  -0.1514
13 H -0.3160 -1.0614 -1.5722  0.3512
14 C -3.4302 1.7231 -0.2443  -0.8605
15 H -1.3173 0.9147 -0.2309  0.1577
16 H -3.3110 2.3012 -1.1666  0.4197
17 H -1.2599 -1.3596 -0.0988  0.3670
18 H -3.3213 2.3972 0.6121  0.4159
19 Rh 1.5699 1.2247 -0.1500  1.2809
20 H 1.0071 -2.5809 -0.1749  0.3576
21 C -4.5781 0.7691 -0.1922  -0.7735
22 H -4.5789 0.0813 -1.0487  0.2810
23 H -4.5763 0.1815 0.7384  0.2801
24 H -5.5396 1.3142 -0.2152  0.3472

Cartesian forces, eV/Å:
H -0.150 0.432 -0.339
C 0.931 -1.384 0.827
H -0.089 0.582 -0.003
O 1.524 -0.152 0.237
C 0.593 -0.423 0.431
H -0.021 0.329 0.060
H 0.097 -0.033 -0.262
O 0.988 -0.982 -0.510
C -1.279 -0.761 0.619
H 0.127 0.022 -0.215
O -3.096 1.512 0.377
C -0.582 -1.294 -0.850
H 0.061 0.008 0.330
C -0.783 1.020 -0.038
H 1.916 -0.747 0.019
H 0.308 -0.506 -0.057
H 0.263 0.130 0.007
H 0.332 -0.494 0.094
Rh -1.933 2.664 -0.747
H 0.090 0.287 0.024
C 0.550 -0.636 0.097
H -0.095 0.195 0.194
H -0.075 0.188 -0.269
H 0.322 0.045 -0.025